Below is a structure of composition C23H53O3P3Tc at a distorted geometry, with properties calculated with ωB97M-V/def2-TZVPD.

Geometry as ORCA input:
```
! RIJCOSX wB97M-V def2-TZVPD def2/J DEFGRID3
* xyz 4 4
Tc 0.12 -0.42 -0.46
C 0.95 -0.53 -2.18
O 1.47 -0.59 -3.26
C 0.71 1.48 -0.09
O 1.05 2.59 0.14
P -1.96 0.38 -1.56
C -3.27 1.14 -0.46
H -4.07 1.50 -1.13
C -1.76 1.64 -2.96
H -0.97 2.30 -2.56
C -2.90 -1.01 -2.41
H -3.10 -1.69 -1.57
C 2.54 -3.13 -0.01
P 2.22 -1.36 0.55
H 3.34 -1.62 2.69
H 1.65 -3.65 0.37
C 3.84 -0.49 0.12
H 4.57 -1.31 0.23
C -1.27 1.07 -4.29
H -2.11 0.85 -4.96
H -0.67 0.17 -4.19
H -0.65 1.82 -4.80
C -3.00 2.50 -3.19
H -2.98 2.91 -4.21
H -3.06 3.34 -2.49
H -3.92 1.92 -3.09
C -4.24 -0.63 -3.06
H -4.89 -0.05 -2.41
H -4.77 -1.55 -3.34
H -4.08 -0.07 -3.99
C -2.01 -1.75 -3.41
H -2.30 -2.81 -3.44
H -0.95 -1.69 -3.15
H -2.13 -1.35 -4.43
C -3.87 0.10 0.49
H -4.77 -0.38 0.07
H -4.16 0.58 1.43
H -3.15 -0.69 0.72
C -2.71 2.33 0.30
H -1.97 1.99 1.05
H -3.51 2.85 0.85
H -2.21 3.06 -0.34
C 3.78 -3.81 0.57
H 4.05 -3.45 1.57
H 4.65 -3.68 -0.08
H 3.60 -4.89 0.64
C 2.54 -3.24 -1.53
H 3.36 -2.68 -1.98
C 1.74 -0.26 3.09
H 1.60 -2.87 -1.96
H 2.65 -4.30 -1.82
C 1.52 -2.75 2.90
H 0.66 -0.37 3.30
H 2.25 -0.06 4.02
H 1.85 0.64 2.45
C 2.27 -1.51 2.41
H 1.18 -2.60 3.93
H 2.15 -3.65 2.89
H 0.65 -2.96 2.28
C 4.24 0.65 1.05
H 3.53 1.49 0.98
H 5.23 1.04 0.74
H 4.31 0.36 2.10
C 3.91 -0.02 -1.34
H 3.51 -0.76 -2.03
H 4.96 0.17 -1.61
H 3.35 0.91 -1.48
H -0.30 -0.56 1.49
H -1.21 -0.19 1.01
C -0.37 3.53 2.15
P -0.37 1.72 2.65
C 0.61 2.00 4.20
C -1.88 1.04 3.46
O 0.25 0.52 1.50
H 0.67 3.89 2.06
H -0.82 4.09 2.98
H -0.91 3.84 1.24
H 0.10 2.79 4.77
H 0.62 1.13 4.89
H 1.63 2.35 3.98
H -2.74 0.93 2.79
H -1.68 0.06 3.92
H -2.19 1.75 4.26
*
```

* LUMO energy (alpha / beta): -14.370 / -17.401 eV
* relative energy (zero: lowest compared OMol25 entry of this formula, charge and spin): 39.9 kcal per mole
* HOMO (alpha / beta): -21.61 / -21.55 eV
* HOMO-LUMO gap (alpha / beta): 7.24 / 4.15 eV
* maximum force: 8.961 eV/Å

---

Below is a cluster of 4 separate species, C24H47O11P in total at a distorted geometry, with properties calculated with ωB97M-V/def2-TZVPD.

Geometry as ORCA input:
```
! RIJCOSX wB97M-V def2-TZVPD def2/J DEFGRID3
* xyz 0 1
C -0.52 -2.51 -0.07
C -0.89 -0.93 -0.09
O -0.98 -0.45 -1.45
P -2.01 0.88 -1.65
O -2.36 0.92 -3.15
C -3.65 0.78 -0.74
C -4.92 1.05 -1.66
C -6.26 1.14 -0.77
C -7.52 0.80 -1.32
C -8.83 0.96 -0.40
O -9.91 1.31 -0.89
C -8.61 0.66 1.16
C -7.35 0.98 1.73
C -6.29 1.64 0.73
O -5.57 2.54 1.21
O -1.32 2.39 -1.30
C -0.31 2.34 -0.26
C 0.00 3.82 0.33
H 0.51 -2.65 0.38
H -1.26 -3.07 0.60
H -0.55 -2.85 -1.15
H -1.83 -0.83 0.54
H -0.05 -0.39 0.47
H -3.76 -0.28 -0.30
H -3.58 1.47 0.17
H -5.02 0.31 -2.51
H -4.79 2.08 -2.14
H -7.63 0.45 -2.40
H -9.45 0.22 1.80
H -7.10 0.82 2.82
H -0.61 1.71 0.65
H 0.65 1.95 -0.75
H 0.94 4.27 -0.11
H 0.16 3.71 1.45
H -0.94 4.43 0.15
C -0.19 2.76 -4.21
O 1.22 2.58 -4.21
C 1.76 2.53 -5.53
C 2.41 3.85 -5.91
O 1.45 4.89 -6.03
C 1.43 5.74 -4.89
H -0.50 3.02 -3.20
H -0.50 3.57 -4.88
H -0.69 1.84 -4.50
H 0.99 2.25 -6.26
H 2.52 1.74 -5.53
H 2.88 3.74 -6.90
H 3.20 4.12 -5.20
H 2.31 6.40 -4.91
H 1.41 5.17 -3.96
H 0.53 6.36 -4.94
C 6.40 -3.38 -0.58
O 5.93 -2.10 -0.95
C 4.58 -2.13 -1.42
C 3.61 -1.64 -0.35
O 3.56 -2.55 0.76
C 4.32 -2.09 1.87
H 7.33 -3.26 -0.03
H 5.68 -3.91 0.06
H 6.60 -3.98 -1.48
H 4.31 -3.13 -1.77
H 4.52 -1.45 -2.27
H 2.60 -1.61 -0.77
H 3.87 -0.63 -0.01
H 3.79 -1.28 2.37
H 5.32 -1.75 1.57
H 4.43 -2.92 2.57
C 3.13 -4.30 5.10
O 2.66 -3.01 4.73
C 1.32 -3.04 4.26
C 0.35 -2.55 5.33
O 0.29 -3.46 6.43
C 1.04 -3.01 7.54
H 4.06 -4.18 5.66
H 2.41 -4.83 5.74
H 3.33 -4.89 4.20
H 1.05 -4.03 3.90
H 1.27 -2.35 3.41
H -0.66 -2.51 4.90
H 0.60 -1.54 5.67
H 0.51 -2.19 8.04
H 2.04 -2.67 7.25
H 1.15 -3.84 8.24
*
```

* LUMO energy: -1.235 eV
* HOMO: -8.75 eV
* HOMO-LUMO gap: 7.52 eV
* maximum force: 6.002 eV/Å

---

Below is a structure of composition C27H14Br2Cl4IN3O2S2V, with properties calculated with ωB97M-V/def2-TZVPD.

Geometry as ORCA input:
```
! RIJCOSX wB97M-V def2-TZVPD def2/J DEFGRID3
* xyz -2 4
V -0.48 0.01 0.17
Br -3.38 5.16 3.40
C -2.60 3.69 2.46
C -2.85 3.56 1.08
C -2.25 2.50 0.45
N -1.48 1.62 1.07
C -1.24 1.73 2.41
C -1.82 2.81 3.13
C -0.41 0.73 2.98
C -0.15 0.65 4.37
C 0.66 -0.34 4.83
Br 1.01 -0.49 6.70
C 1.25 -1.26 3.95
C 0.96 -1.12 2.62
N 0.15 -0.18 2.12
H -3.47 4.26 0.54
H -2.36 2.33 -0.62
H -1.63 2.93 4.19
H -0.60 1.36 5.05
H 1.92 -2.04 4.29
H 1.42 -1.77 1.88
S 3.46 -0.61 0.29
C 3.73 0.88 -0.59
C 5.05 1.17 -0.98
C 5.41 2.30 -1.68
C 4.43 3.22 -2.03
C 3.12 2.96 -1.65
C 2.75 1.83 -0.93
S 0.99 1.83 -0.55
H 5.81 0.44 -0.70
H 6.45 2.46 -1.95
H 4.67 4.12 -2.59
H 2.35 3.67 -1.92
Cl -4.89 -2.20 -4.59
C -4.13 -1.85 -3.07
C -4.63 -2.38 -1.90
Cl -6.03 -3.40 -1.93
C -4.00 -2.10 -0.68
Cl -4.61 -2.76 0.81
C -2.87 -1.30 -0.63
O -2.19 -1.04 0.45
C -2.38 -0.70 -1.83
O -1.37 0.10 -1.70
C -3.00 -1.01 -3.03
Cl -2.37 -0.31 -4.49
I -0.77 -3.82 1.01
C 0.28 -3.08 -0.65
C 0.75 -4.03 -1.55
C 1.51 -3.59 -2.62
C 1.79 -2.24 -2.73
C 1.27 -1.37 -1.79
N 0.52 -1.79 -0.76
H 0.52 -5.08 -1.40
H 1.90 -4.30 -3.34
H 2.39 -1.83 -3.53
H 1.45 -0.30 -1.84
*
```

* LUMO energy (alpha / beta): 3.729 / 3.728 eV
* relative energy (zero: lowest compared OMol25 entry of this formula, charge and spin): 24.8 kcal per mole
* HOMO (alpha / beta): -0.85 / -1.10 eV
* HOMO-LUMO gap (alpha / beta): 4.58 / 4.83 eV
* maximum force: 0.927 eV/Å

---

> Which value of maximum force does entry 3 give?

0.927 eV/Å

---

> Which value of maximum force does entry 2 give?

6.002 eV/Å

---

> Number 2 is which compound?

C24H47O11P